[1]
DFT (the ωB97M-V functional and the def2-TZVPD basis) results for C11H12N5O3Os as an isolated structure.

Output
Frontier orbital gap (spin up / spin down) ... 7.57 / 6.66 eV
Net charge ... +3
HOMO energy (spin up / spin down) ... -20.127 / -20.921 eV
Multiplicity ... 5

Cartesian coordinates (Å):
Os (-0.06523, -0.02446, -0.45229)
C (-0.11128, -2.19676, -1.10962)
C (-1.22581, -2.06040, -0.25110)
C (-1.03414, -1.86900, 1.14728)
C (0.25030, -1.77710, 1.69746)
C (1.34610, -1.78820, 0.82717)
C (1.17798, -1.95914, -0.57625)
H (-0.24615, -2.44496, -2.15637)
H (-2.22873, -2.18595, -0.64226)
H (-1.90841, -1.77664, 1.78403)
H (0.38722, -1.65647, 2.76514)
H (2.35002, -1.65212, 1.21603)
H (2.04951, -2.00998, -1.22003)
C (-3.37455, 4.16025, -0.67504)
O (-2.63118, 3.05794, 0.00510)
C (-1.92793, 2.22905, -0.63567)
O (-1.37051, 1.28754, 0.07639)
N (-1.71709, 2.25769, -1.95054)
N (-0.95478, 1.22287, -2.52643)
H (-3.91654, 4.63986, 0.13069)
H (-4.06465, 3.71139, -1.38692)
H (-2.64487, 4.83125, -1.12191)
H (-2.18653, 2.93141, -2.54658)
H (-0.22099, 1.62468, -3.10930)
H (-1.55576, 0.65526, -3.12378)
O (1.34990, 1.38364, -0.29608)
N (2.57087, 1.33701, -0.70496)
C (3.34351, 2.28458, -0.16737)
C (2.90086, 3.00673, 0.97265)
N (2.46393, 3.54530, 1.89277)
C (4.61804, 2.45485, -0.74381)
N (5.66104, 2.60495, -1.21715)

Cartesian forces, eV/Å:
Os 0.78 0.14 0.37
C -0.01 -0.35 0.01
C -0.03 -0.12 -0.11
C -0.07 0.07 -0.04
C -0.07 -0.06 0.01
C 0.07 0.15 -0.09
C -0.08 -0.27 -0.08
H 0.00 0.02 0.00
H 0.00 -0.01 0.00
H 0.01 -0.01 0.01
H 0.01 -0.04 0.00
H -0.01 0.01 0.01
H 0.00 0.02 0.00
C 0.11 -0.23 0.14
O -0.12 0.11 -0.20
C 0.05 -0.16 0.29
O -0.49 0.47 -0.14
N -0.03 -0.06 0.00
N -0.02 0.05 -0.01
H 0.02 0.04 -0.01
H -0.01 0.05 -0.03
H -0.05 0.05 -0.02
H 0.03 0.01 -0.01
H -0.03 0.07 0.01
H 0.00 0.00 -0.02
O -0.03 0.15 0.03
N -0.22 -0.36 -0.32
C 0.08 0.06 0.16
C 0.08 0.19 -0.10
N 0.02 -0.03 -0.01
C -0.07 0.02 0.17
N 0.05 0.01 -0.04



[2]
DFT (the ωB97M-V functional and the def2-TZVPD basis) results for a 2-piece molecular cluster, C11H12NO2 overall.

Output
Frontier orbital gap ... 7.89 eV
Net charge ... -1
HOMO energy ... -4.574 eV

Cartesian coordinates (Å):
C (2.49349, -0.39819, -3.15590)
C (0.13781, -0.49074, -2.16162)
C (0.51537, -0.51798, 0.01700)
C (1.49522, -0.43152, -2.03028)
C (1.76996, -0.42604, -0.63066)
C (0.45148, -0.56171, 1.41404)
C (1.61651, -0.40450, 2.12356)
C (2.94332, -0.37868, 0.13460)
C (2.85951, -0.42654, 1.51068)
N (-0.44842, -0.55242, -0.92412)
H (-1.46925, -0.49520, -0.71270)
H (-0.51638, -0.52554, -3.01357)
H (-0.52847, -0.67745, 1.87069)
H (2.74742, 0.61016, -3.46557)
H (2.12625, -0.94020, -4.03453)
H (1.65420, -0.37860, 3.21337)
H (3.88028, -0.37654, -0.41631)
H (3.77612, -0.54300, 2.01689)
H (3.39682, -0.92746, -2.86755)
C (-2.70273, 1.11733, 2.22702)
C (-3.21474, 0.99477, 0.76087)
O (-2.71383, 0.04456, 0.08606)
O (-3.98431, 1.88022, 0.38093)
H (-2.61948, 0.21881, 2.82988)
H (-3.34075, 1.85519, 2.70095)
H (-1.71962, 1.59495, 2.10457)

Cartesian forces, eV/Å:
C -0.33 -0.45 0.09
C -0.30 -0.19 0.81
C 0.81 0.01 0.45
C 0.35 0.08 -0.94
C -0.07 0.14 0.12
C -0.86 0.43 -0.11
C 0.03 -0.77 1.18
C -0.20 -0.41 -0.70
C 0.10 0.37 -1.85
N -0.53 -0.36 -0.54
H 0.35 0.33 0.19
H 0.16 0.06 -0.33
H 0.24 0.21 0.13
H 0.17 0.21 -0.03
H -0.13 0.19 0.07
H -0.52 -0.13 -0.17
H 0.16 -0.01 0.34
H 0.77 0.26 1.03
H 0.31 0.09 0.10
C -0.02 0.95 -0.69
C 0.49 -0.43 0.40
O -0.67 -0.06 0.20
O -0.24 0.05 -0.21
H 0.01 -0.25 -0.21
H -0.10 -0.01 0.36
H -0.02 -0.28 0.30



[3]
DFT (the ωB97M-V functional and the def2-TZVPD basis) results for the molecule C11H12O3.

Output
Frontier orbital gap ... 8.48 eV
Net charge ... 0
HOMO energy ... -8.571 eV
Structure (SMILES) ... CCOc1cccc(/C=C/C(=O)O)c1

Cartesian coordinates (Å):
C (-4.30182, -1.85325, -0.00502)
C (-2.83240, -1.46260, -0.00020)
O (-2.76460, -0.04916, 0.00025)
C (-1.55045, 0.55534, 0.00160)
C (-1.56815, 1.95335, 0.00038)
C (-0.38438, 2.66270, 0.00141)
C (0.83250, 2.00571, 0.00323)
C (0.87247, 0.61111, 0.00443)
C (2.11134, -0.13848, 0.00589)
C (3.35981, 0.34857, -0.00224)
C (4.50819, -0.55892, -0.00016)
O (4.46206, -1.76584, 0.00861)
O (5.67689, 0.11014, -0.00959)
C (-0.32995, -0.10488, 0.00407)
H (-4.79516, -1.45170, 0.87576)
H (-4.78956, -1.45074, -0.88850)
H (-4.39645, -2.93528, -0.00592)
H (-2.33614, -1.86379, 0.89436)
H (-2.33047, -1.86349, -0.89172)
H (-2.52339, 2.45369, -0.00129)
H (-0.41195, 3.74212, 0.00071)
H (1.74806, 2.57411, 0.00432)
H (2.01341, -1.21826, 0.01356)
H (3.59830, 1.39957, -0.01114)
H (6.41600, -0.51711, -0.00813)
H (-0.28416, -1.18293, 0.00533)

Cartesian forces, eV/Å:
C 0.39 0.23 0.00
C -0.11 -0.39 0.00
O -0.06 0.18 0.00
C 0.09 0.32 0.00
C -0.08 -0.27 0.00
C -0.05 -0.03 0.00
C 0.12 -0.25 0.00
C -0.57 0.55 0.00
C 0.89 -0.16 0.00
C -0.49 0.07 0.00
C 0.19 -0.74 0.00
O -0.02 0.05 0.00
O 0.25 0.45 0.00
C -0.01 -0.11 0.00
H -0.07 0.00 0.08
H -0.07 0.00 -0.08
H -0.03 -0.11 0.00
H 0.01 0.06 -0.13
H 0.01 0.06 0.13
H -0.12 0.06 0.00
H -0.01 0.09 0.00
H 0.11 0.07 0.00
H 0.05 -0.08 0.00
H -0.10 0.16 0.00
H -0.30 -0.13 0.00
H -0.02 -0.11 0.00



[4]
DFT (the ωB97M-V functional and the def2-TZVPD basis) results for C11H13AlBBrN as an isolated structure.

Output
Frontier orbital gap ... 5.43 eV
Net charge ... -1
HOMO energy ... -3.340 eV

Cartesian coordinates (Å):
C (1.81872, -0.07587, -0.74439)
C (0.89608, 1.05626, -0.99901)
C (1.12710, 2.01804, 0.04655)
H (0.42967, 1.27681, -1.96335)
C (2.02313, 1.46222, 0.97421)
C (2.39373, 0.16643, 0.56157)
H (3.14181, -0.47549, 1.02173)
H (2.22424, -0.67729, -1.55108)
H (0.72404, 3.03196, 0.03198)
H (2.48671, 2.02704, 1.78173)
Al (-0.09817, -0.66237, -0.36296)
Br (-1.03639, -1.48512, -2.28169)
C (0.78275, -4.29257, -0.40162)
C (2.02566, -4.11653, 0.26852)
C (2.99341, -3.70427, -0.69911)
H (2.21364, -4.28747, 1.32729)
C (2.34080, -3.62586, -1.96532)
C (0.98814, -4.03644, -1.78689)
H (0.24651, -4.15661, -2.57163)
H (-0.16203, -4.58676, 0.05012)
H (4.04697, -3.50552, -0.50999)
H (2.79446, -3.32111, -2.90579)
B (-3.06229, 2.37125, 0.98907)
C (-2.12120, 1.21211, 0.69137)
N (-1.39321, 0.29618, 0.51247)
H (-2.34455, 3.11320, 1.62420)
H (-3.99185, 2.01068, 1.69881)
H (-3.45271, 2.98497, 0.00259)

Cartesian forces, eV/Å:
C -0.75 0.75 0.95
C 1.96 1.70 0.18
C -0.08 -1.07 -1.30
H 0.16 -0.15 0.39
C 0.29 -0.10 -0.25
C 0.21 0.69 -0.86
H -0.38 0.07 -0.06
H -0.21 -0.55 0.35
H -0.09 -0.46 0.30
H -0.43 -0.41 0.12
Al -0.15 -0.68 -1.11
Br -0.29 0.17 0.26
C 0.08 0.39 -0.43
C 0.57 0.57 -0.55
C -0.81 -0.13 0.26
H -0.05 0.06 -0.21
C -0.57 -0.52 0.57
C 0.75 0.22 0.32
H 0.14 0.17 0.19
H 0.21 -0.14 -0.05
H -0.22 0.00 0.00
H -0.03 -0.16 0.13
B -0.65 1.15 0.35
C 1.51 -2.87 -0.56
N -1.81 1.89 1.04
H 0.07 0.09 0.13
H 0.31 -0.15 -0.25
H 0.24 -0.52 0.09



[5]
DFT (the ωB97M-V functional and the def2-TZVPD basis) results for C11H13BBrNNd as an isolated structure.

Output
Frontier orbital gap (spin up / spin down) ... 7.60 / 7.62 eV
Net charge ... -1
HOMO energy (spin up / spin down) ... -4.931 / -4.939 eV
Multiplicity ... 4

Cartesian coordinates (Å):
C (0.94484, 0.54283, 1.72763)
C (-0.33360, 1.21075, 1.63727)
C (-1.31681, 0.27184, 2.06045)
H (-0.50359, 2.25044, 1.33148)
C (-0.67676, -0.97312, 2.34080)
C (0.72739, -0.79357, 2.17972)
H (1.50499, -1.51215, 2.44731)
H (1.89295, 1.05054, 1.61337)
H (-2.38530, 0.47009, 2.11994)
H (-1.17817, -1.87071, 2.68567)
Nd (0.10867, 0.34739, -0.84673)
Br (-0.53560, 2.88332, -1.62090)
C (1.89884, -1.00243, -2.54170)
C (2.49499, -1.88589, -1.57836)
C (3.29165, -1.11132, -0.69601)
H (2.46295, -2.97988, -1.60245)
C (3.18623, 0.26206, -1.07182)
C (2.37216, 0.33317, -2.25580)
H (2.12724, 1.24190, -2.81558)
H (1.35282, -1.31031, -3.43799)
H (3.95657, -1.51006, 0.07503)
H (3.79811, 1.07357, -0.66753)
B (-4.65749, 0.64202, -0.00172)
C (-3.28272, 0.21104, -0.51849)
N (-2.24392, -0.05753, -0.99359)
H (-5.21157, 1.36420, -0.81471)
H (-4.52570, 1.25199, 1.04580)
H (-5.26919, -0.40020, 0.19892)

Cartesian forces, eV/Å:
C -0.51 0.17 0.13
C 0.15 -0.58 0.67
C 0.51 -0.19 -0.57
H 0.08 -0.46 0.34
C 0.39 1.04 -0.12
C -0.50 0.49 -0.41
H -0.29 0.21 -0.34
H 0.11 -0.14 0.01
H 0.27 -0.12 -0.14
H 0.11 0.11 -0.07
Nd 0.27 -0.86 1.55
Br 0.21 0.23 -0.23
C 0.61 0.36 0.29
C -0.01 0.71 -0.11
C -0.39 0.36 -0.52
H -0.21 0.51 0.10
C -0.09 -0.61 -0.89
C 0.14 -0.62 0.41
H 0.19 -0.35 0.14
H 0.14 0.14 0.36
H -0.47 0.20 -0.16
H -0.50 -0.25 -0.03
B -1.05 0.03 0.61
C 1.98 -0.11 -1.37
N -1.45 -0.07 0.52
H 0.20 -0.24 -0.03
H 0.14 -0.12 -0.08
H -0.03 0.19 -0.06



[6]
DFT (the ωB97M-V functional and the def2-TZVPD basis) results for a 2-piece molecular cluster, C11H13Cl4F3O10P overall.

Output
Frontier orbital gap ... 7.16 eV
Net charge ... -1
HOMO energy ... -5.217 eV

Cartesian coordinates (Å):
O (1.94955, 2.84647, 1.09355)
C (2.52473, 2.05754, 0.18153)
O (3.88073, 1.49458, 0.46896)
C (1.73387, 1.72477, -1.23404)
C (0.82063, 0.38302, -0.95283)
C (-0.82017, 0.70524, -0.93748)
C (-1.71551, -0.69598, -0.75694)
C (-3.24683, -0.42900, -0.23789)
O (-3.49092, 0.90154, 0.33930)
C (-3.76138, 0.84655, 1.78467)
F (-4.97913, 0.06388, 2.15004)
F (-2.54728, 0.42680, 2.52940)
F (-4.05591, 2.26627, 2.20790)
O (-1.02383, -1.47772, 0.27616)
C (-0.78951, -2.87166, -0.12455)
O (-1.70264, -3.85538, -0.15610)
C (0.76859, -3.28184, -0.51538)
P (1.55289, -3.89108, 1.16103)
O (3.00865, -3.25208, 1.39553)
O (0.59522, -3.45180, 2.55599)
O (1.79163, -5.63903, 1.07325)
C (-1.80554, -1.40119, -2.23292)
O (-2.77208, -2.29204, -2.59165)
O (-0.84500, -1.07150, -3.33801)
H (3.81597, 0.48147, 0.56393)
H (2.58900, 1.39593, -1.99917)
H (1.09418, 2.61599, -1.64553)
H (1.12299, -0.41183, -1.75677)
H (1.16611, -0.05718, 0.09805)
H (-1.10311, 1.30281, -1.90567)
H (-0.96244, 1.44182, -0.00889)
H (-4.04613, -0.55894, -1.11460)
H (-3.51117, -1.29563, 0.53595)
H (1.42687, -2.36774, -0.84126)
H (0.85131, -4.14416, -1.30193)
H (-0.23386, -4.01840, 2.52309)
H (1.11519, -5.91623, 0.35894)
C (2.32089, 6.28512, 0.47088)
Cl (3.96179, 5.59297, 0.41802)
Cl (1.58842, 5.95620, 2.06141)
Cl (2.41019, 8.04558, 0.21081)
Cl (1.32307, 5.54592, -0.80678)

Cartesian forces, eV/Å:
O 3.94 -4.90 -5.57
C -2.71 3.49 3.84
O -3.41 -0.66 -0.55
C 1.50 -1.16 0.38
C 0.09 -0.42 0.30
C 1.02 0.30 0.87
C -0.44 2.21 -1.36
C -0.96 -2.37 -0.75
O -0.82 -1.09 4.74
C 0.36 2.00 -0.76
F 4.39 2.29 -0.96
F -4.46 0.98 -2.09
F 0.98 -4.90 -1.26
O 0.37 -3.64 -1.85
C -3.46 -4.08 -0.79
O 5.70 6.60 0.77
C -0.67 0.46 0.89
P 5.71 1.42 2.08
O -5.70 -2.25 -1.01
O 0.18 -2.42 -3.40
O -2.96 3.00 -1.53
C -0.05 -2.97 -7.58
O 4.17 4.64 3.34
O -3.90 -0.81 6.63
H -0.11 2.14 -0.42
H -1.99 1.01 1.53
H 1.48 -1.63 1.14
H -1.06 1.60 1.33
H -1.00 0.92 -2.11
H 0.42 -1.55 1.80
H 0.06 -1.74 -1.91
H 2.14 0.40 1.77
H 0.70 1.98 -1.60
H -1.42 -1.80 0.80
H -0.58 1.73 1.53
H 1.08 0.98 0.19
H 1.44 0.22 1.60
C -0.06 -0.30 0.14
Cl -0.40 0.20 0.00
Cl 0.21 0.14 -0.47
Cl -0.01 -0.29 0.03
Cl 0.25 0.28 0.29



Calculated energy, -27623.7566, -17189.0600, -17744.1127, -90425.0414, -99106.5460, -99618.3481 eV (same order as the records).
Calculated strongest force on any atom, 0.0169, 0.0368, 0.0175, 0.0640, 0.0468, 0.1702 hartree/bohr (same order as the records).